[1]
This record from the OMol25 dataset describes a gas-phase ion, C7H13N2OS (charge +1) in a non-equilibrium geometry. The level of theory is ωB97M-V with the def2-TZVPD basis set.

Geometry as XYZ:
```
24
Properties=species:S:1:pos:R:3:forces:R:3
C 0.698676 0.763946 0.033068 -2.913 0.204 -1.674
C -0.313183 1.796450 -0.521166 1.222 -1.610 -1.090
C 2.092230 1.032434 0.527368 0.145 -2.109 0.959
C 2.259460 -1.502995 -0.033550 -1.357 -0.236 1.664
C -0.069399 3.142132 -0.090725 -0.717 2.056 0.812
C -0.806683 -2.361150 -0.887482 -2.340 -1.870 -1.373
C -1.984172 -0.566506 0.393965 0.726 0.640 -1.575
N 0.326427 -0.452064 -0.270444 2.558 -2.338 1.495
N -0.740466 -1.174937 -0.167918 -1.154 2.947 1.689
O -1.138327 1.447496 -1.347489 0.592 0.322 0.913
S 3.069703 -0.170424 -0.528539 0.594 1.433 -0.037
H 2.536836 2.043942 0.411539 -0.642 -0.778 0.319
H 2.086453 0.559304 1.587411 0.655 1.384 -1.466
H 2.088243 -1.696697 1.061629 0.014 0.317 -1.168
H 2.284176 -2.385863 -0.648458 -0.001 -0.125 -0.276
H -0.745673 3.777087 -0.641319 -0.142 0.389 -0.222
H 0.959516 3.532826 -0.258625 -0.667 -0.507 0.603
H -0.457326 3.157873 0.960730 0.949 0.398 -0.453
H 0.081221 -2.359579 -1.461054 0.372 -0.554 -1.283
H -0.904952 -3.333847 -0.349404 0.236 0.977 0.390
H -1.798866 -2.268074 -1.448606 1.683 -0.481 -0.123
H -2.871934 -1.202836 0.458448 0.828 -0.457 0.378
H -1.595375 -0.123476 1.286160 -0.586 0.347 1.025
H -2.261690 0.240233 -0.311614 -0.054 -0.349 0.496
```
Positions in Å, forces in eV/Å.

Computed properties:
HOMO level ... -12.4854 eV
Total energy ... -857.05602 Ha
Kohn-Sham gap ... 0.293 Eh
Net charge ... +1

From a Löwdin analysis of the wavefunction, the atomic charges in e read: number 1, C, carries -0.238; number 2, C, carries -0.412; number 3, C, carries -0.305; number 4, C, carries -0.325; number 5, C, carries -0.005; number 6, C, carries -0.028; number 7, C, carries 0.036; number 8, N, carries 0.039; number 9, N, carries -0.195; number 10, O, carries 0.093; number 11, S, carries 1.005; number 12, H, carries 0.100; number 13, H, carries 0.128; number 14, H, carries 0.090; number 15, H, carries 0.049; number 16, H, carries 0.097; number 17, H, carries 0.113; number 18, H, carries 0.134; number 19, H, carries 0.074; number 20, H, carries 0.120; number 21, H, carries 0.138; number 22, H, carries 0.113; number 23, H, carries 0.095; number 24, H, carries 0.085



[2]
This record from the OMol25 dataset describes a gas-phase ion, C7H13N2OS (charge +1) in a non-equilibrium geometry. The level of theory is ωB97M-V with the def2-TZVPD basis set.

Geometry as XYZ:
```
24
Properties=species:S:1:pos:R:3:forces:R:3
C -0.027940 -0.587748 -1.060470 -0.552 1.603 -0.805
C 0.837963 -0.437722 -0.021643 -2.349 1.515 0.902
C -1.627027 0.202702 1.385350 -1.529 3.183 -4.153
C -1.293168 0.180759 -1.296081 -0.552 -0.492 1.943
C -1.728397 0.897192 -0.007484 0.868 -7.742 1.129
C 3.100841 0.200606 -0.787831 -0.300 1.717 0.587
C 2.204992 -0.839717 -0.198033 3.399 -1.571 1.632
N -2.029590 -1.095757 1.383704 -0.547 -0.464 2.460
N -2.210712 2.057968 -0.070356 -1.325 5.292 -2.371
O -2.209804 1.054056 2.314582 0.604 -0.990 0.328
S 0.379080 0.629160 1.366227 2.518 -1.489 -0.165
H 0.285865 -1.132601 -1.921415 0.433 -0.642 -0.345
H -1.355441 0.848519 -2.161302 1.070 0.388 0.115
H -1.975324 -0.558972 -1.729848 -0.682 -0.372 0.661
H 2.928883 1.159606 -0.367983 0.013 1.025 1.047
H 2.971677 0.445871 -1.799216 -0.436 -0.445 -1.805
H 4.109767 -0.040644 -0.627867 1.355 -0.407 0.161
H 2.717222 -1.109871 0.807279 -1.097 0.060 -1.590
H 2.416632 -1.616948 -0.947456 -1.099 -0.672 0.731
H -1.601708 -1.779838 0.811172 0.510 -0.374 -0.697
H -2.184367 -1.429846 2.336365 0.114 -0.318 -0.452
H -2.205140 2.401800 -1.066139 -0.478 0.627 2.180
H -2.306493 0.697420 3.230884 0.291 0.117 -1.055
H -2.522582 2.531318 0.763451 -0.229 0.451 -0.438
```
Positions in Å, forces in eV/Å.

Computed properties:
⟨S²⟩ ... 2.029
HOMO level (spin up / spin down) ... -9.2572 / -13.2541 eV
2S+1 ... 3
Total energy ... -857.05310 Ha
Kohn-Sham gap (spin up / spin down) ... 0.220 / 0.235 Eh
Net charge ... +1

From a Löwdin analysis of the wavefunction, the atomic charges in e read: number 1, C, carries -0.035; number 2, C, carries -0.477; number 3, C, carries -0.645; number 4, C, carries -0.100; number 5, C, carries -0.390; number 6, C, carries -0.097; number 7, C, carries -0.291; number 8, N, carries 0.154; number 9, N, carries 0.167; number 10, O, carries 0.012; number 11, S, carries 1.124; number 12, H, carries 0.128; number 13, H, carries 0.135; number 14, H, carries 0.133; number 15, H, carries 0.068; number 16, H, carries 0.074; number 17, H, carries 0.078; number 18, H, carries 0.152; number 19, H, carries 0.136; number 20, H, carries 0.099; number 21, H, carries 0.128; number 22, H, carries 0.166; number 23, H, carries 0.153; number 24, H, carries 0.129



[3]
This record from the OMol25 dataset describes C7H13N2P in the gas phase in a non-equilibrium geometry. The level of theory is ωB97M-V with the def2-TZVPD basis set.

Geometry as XYZ:
```
23
Properties=species:S:1:pos:R:3:forces:R:3
C -2.046647 -0.515673 -0.153903 -3.260 -0.292 0.664
C -1.805930 -0.694782 2.478718 -0.238 0.490 -0.370
C 0.249777 -0.186781 -0.792696 -0.937 0.604 0.136
C -1.384196 -1.511547 3.403691 1.116 0.075 1.742
C 1.136472 -1.316197 -0.223995 1.190 3.365 -0.589
C 0.511126 0.296941 -2.300544 -1.146 -0.914 2.644
C -0.115885 2.187496 -0.129637 1.214 1.537 0.974
N -1.061651 -0.635599 -0.855132 0.700 -2.043 -2.528
N 0.305797 0.869679 0.250692 0.822 -0.870 -1.081
P -2.396461 0.427873 1.428376 0.662 -0.590 0.516
H -2.927698 -1.032626 -0.634464 0.214 0.513 1.002
H 1.291594 0.913864 0.363447 0.954 0.453 0.999
H -2.159731 -2.087545 3.986536 1.192 0.224 -0.770
H -0.269069 -1.454305 3.811088 -2.538 -0.234 -0.924
H 0.914951 -1.550652 0.778162 -0.489 0.177 1.325
H 2.119815 -0.821211 -0.289260 0.182 -0.601 0.401
H 1.217177 -2.208278 -0.715411 -0.232 -2.087 -1.905
H 0.947388 -0.450419 -2.861649 0.638 -2.153 -1.113
H 1.257619 1.002722 -2.270051 1.340 2.368 -0.132
H -0.423829 0.558437 -2.781205 0.073 0.491 0.143
H -0.362461 2.738959 0.793626 -0.124 -0.101 -0.366
H 0.692064 2.765314 -0.605930 -0.148 -0.071 -0.067
H -0.937611 2.248602 -0.786401 -1.183 -0.342 -0.701
```
Positions in Å, forces in eV/Å.

Computed properties:
HOMO level ... -8.1147 eV
SMILES string ... C=C=P/C=N\C(C)(C)NC
Total energy ... -725.22618 Ha
Kohn-Sham gap ... 0.321 Eh

From a Löwdin analysis of the wavefunction, the atomic charges in e read: number 1, C, carries -0.406; number 2, C, carries -0.521; number 3, C, carries -0.570; number 4, C, carries -0.114; number 5, C, carries 0.008; number 6, C, carries 0.012; number 7, C, carries -0.170; number 8, N, carries -0.003; number 9, N, carries -0.085; number 10, P, carries 0.926; number 11, H, carries 0.077; number 12, H, carries 0.083; number 13, H, carries 0.066; number 14, H, carries 0.099; number 15, H, carries 0.064; number 16, H, carries 0.094; number 17, H, carries 0.051; number 18, H, carries 0.047; number 19, H, carries 0.043; number 20, H, carries 0.085; number 21, H, carries 0.073; number 22, H, carries 0.082; number 23, H, carries 0.060



[4]
This record from the OMol25 dataset describes a molecular structure, C7H13N3 in a non-equilibrium geometry. The level of theory is ωB97M-V with the def2-TZVPD basis set.

Geometry as XYZ:
```
23
Properties=species:S:1:pos:R:3:forces:R:3
C 1.840425 1.082373 0.225188 -2.054 -2.251 -0.480
C 0.525751 1.501102 -0.567013 2.156 4.279 1.714
C -0.706634 0.780411 -0.527953 -2.920 -3.906 2.881
C -0.418750 -0.722261 -0.997160 -1.310 1.124 -0.791
C -1.555150 -1.636309 -0.526580 -1.545 0.852 0.010
C -2.112111 -0.785130 0.791672 -1.475 0.934 0.630
C -1.078690 0.448885 1.062742 1.033 -2.945 -1.096
H 1.561374 0.820946 1.257763 0.322 -0.157 -0.356
H 2.495568 1.901172 0.286867 0.979 1.044 -0.351
H 0.173506 2.502937 -0.070164 1.392 -1.084 -1.002
H 0.877120 1.703394 -1.550633 0.101 0.411 -1.056
H -1.709258 1.293261 -0.920341 2.510 -0.989 0.293
H -0.101052 -0.730351 -2.070375 -0.551 -0.337 0.763
H 0.400395 -1.029328 -0.420313 1.512 -0.105 0.525
H -1.321333 -2.688366 -0.263991 0.473 0.803 0.056
H -2.257756 -1.778153 -1.421416 0.161 0.571 1.692
H -2.145757 -1.333683 1.834434 -0.400 0.521 -2.450
H -3.218419 -0.312958 0.518370 2.766 -1.320 0.898
H -1.488323 1.306000 1.729874 0.863 -1.586 -1.172
H -0.030798 -0.227794 1.596432 -3.262 2.577 -1.401
N 4.282543 -1.347492 0.485310 -2.280 3.231 -1.859
N 3.496630 -0.613386 0.028176 1.777 -3.521 2.306
N 2.490725 -0.135275 -0.480879 -0.247 1.855 0.245
```
Positions in Å, forces in eV/Å.

Computed properties:
HOMO level ... -9.4218 eV
Total energy ... -438.60155 Ha
Kohn-Sham gap ... 0.378 Eh

From a Löwdin analysis of the wavefunction, the atomic charges in e read: number 1, C, carries -0.132; number 2, C, carries -0.233; number 3, C, carries -0.340; number 4, C, carries -0.208; number 5, C, carries -0.180; number 6, C, carries -0.200; number 7, C, carries -0.158; number 8, H, carries 0.082; number 9, H, carries 0.081; number 10, H, carries 0.147; number 11, H, carries 0.096; number 12, H, carries 0.181; number 13, H, carries 0.127; number 14, H, carries 0.050; number 15, H, carries 0.091; number 16, H, carries 0.108; number 17, H, carries 0.104; number 18, H, carries 0.130; number 19, H, carries 0.114; number 20, H, carries 0.175; number 21, N, carries 0.171; number 22, N, carries -0.244; number 23, N, carries 0.038



[5]
This record from the OMol25 dataset describes C7H13N3S in the gas phase in a non-equilibrium geometry. The level of theory is ωB97M-V with the def2-TZVPD basis set.

Geometry as XYZ:
```
24
Properties=species:S:1:pos:R:3:forces:R:3
C 0.638389 -1.660028 1.982735 0.600 -0.375 0.608
C -0.320940 -1.176236 1.057583 0.978 2.840 -1.663
C 1.349875 0.884190 0.514831 -2.031 0.063 -2.644
C -1.481775 1.525605 0.884217 -1.637 -2.809 0.349
C -1.175723 1.464106 -1.543940 -1.626 2.012 -1.275
C 1.753433 -2.148019 -1.124034 -2.398 -0.079 -0.363
C 0.169306 0.082857 -0.069263 -0.320 -2.705 1.952
N 1.441996 -2.111876 2.666427 0.202 0.078 0.125
N -1.492070 -1.571009 1.124739 -2.394 -0.128 -2.621
N -1.061752 0.754347 -0.278015 0.922 -0.458 -0.268
S 0.491048 -0.867698 -1.565836 1.038 -0.235 -0.257
H 2.019475 0.138342 0.824281 1.431 -0.312 0.876
H 1.708944 1.474714 -0.348664 0.342 -0.199 0.592
H 0.917304 1.550728 1.228835 0.481 0.208 0.992
H -0.870053 2.351895 0.942563 0.675 2.461 0.485
H -2.511234 1.637626 0.581303 -0.507 1.245 0.812
H -1.480373 0.958181 1.889482 0.183 0.638 -1.825
H -0.235303 1.592827 -2.149587 -0.936 -0.749 0.601
H -2.070545 1.094228 -2.152563 1.563 -0.049 0.431
H -1.501644 2.548924 -1.427877 0.503 -1.053 0.524
H 1.546819 -2.609051 -0.172064 -0.116 -0.066 0.317
H 2.777441 -1.910052 -1.192804 1.029 0.642 -0.326
H 1.408593 -2.849065 -1.884805 0.748 -0.368 0.022
H -2.021211 -1.155537 0.212457 1.270 -0.603 2.553
```
Positions in Å, forces in eV/Å.

Computed properties:
HOMO level ... -8.8783 eV
SMILES string ... [H]/N=C(/C#N)[C@@](C)(SC)N(C)C
Total energy ... -836.86333 Ha
Kohn-Sham gap ... 0.340 Eh

From a Löwdin analysis of the wavefunction, the atomic charges in e read: number 1, C, carries -0.208; number 2, C, carries -0.385; number 3, C, carries -0.034; number 4, C, carries -0.072; number 5, C, carries -0.143; number 6, C, carries -0.327; number 7, C, carries -0.717; number 8, N, carries 0.185; number 9, N, carries 0.156; number 10, N, carries -0.330; number 11, S, carries 0.911; number 12, H, carries 0.054; number 13, H, carries 0.096; number 14, H, carries 0.063; number 15, H, carries 0.051; number 16, H, carries 0.094; number 17, H, carries 0.126; number 18, H, carries 0.078; number 19, H, carries 0.103; number 20, H, carries 0.095; number 21, H, carries 0.016; number 22, H, carries 0.023; number 23, H, carries 0.023; number 24, H, carries 0.140



[6]
This record from the OMol25 dataset describes C7H13N5 in the gas phase in a non-equilibrium geometry. The level of theory is ωB97M-V with the def2-TZVPD basis set.

Geometry as XYZ:
```
25
Properties=species:S:1:pos:R:3:forces:R:3
C 1.936274 -0.208074 0.072530 1.015 -0.671 0.507
C 1.062265 -1.094621 -1.674244 -0.342 -1.295 0.482
C 0.108460 -0.258879 -1.119135 -0.608 -0.761 -1.965
C 0.309491 2.521218 0.884107 0.013 -2.453 -0.504
C 0.045766 1.209439 0.801524 -1.267 0.417 1.535
C 1.086573 -2.047389 -2.843499 -1.801 0.629 -0.984
C -0.896871 -0.839397 1.860726 1.038 1.491 2.693
N 2.144559 -1.129641 -0.859015 0.975 1.545 1.205
N 0.698532 0.326413 -0.044111 0.361 -0.243 -0.425
N -1.236624 0.039412 -1.452709 0.668 -0.401 0.800
N -1.750210 1.247367 2.442812 -1.070 -1.518 -2.300
N -0.964795 0.567849 1.507675 -0.095 -0.147 -0.737
H 2.590056 0.095895 0.915451 -0.456 -0.398 -0.889
H -0.328989 2.992930 1.563374 -0.115 1.609 0.719
H 1.122779 2.822784 0.282362 0.427 1.143 -0.296
H 1.156776 -1.431769 -3.751864 0.289 -0.237 -0.036
H 1.904267 -2.776249 -2.853811 -0.237 0.384 0.434
H 0.102704 -2.567294 -2.998709 0.851 0.175 0.402
H -1.645423 -0.766202 2.722082 1.524 -1.271 -0.796
H -1.277061 -1.493386 1.147599 -0.512 -1.100 -1.556
H 0.198328 -1.088037 2.120506 -1.834 -0.121 0.024
H -1.674519 -0.571971 -2.101360 0.054 -0.963 -0.327
H -1.334853 0.935041 -1.846281 -0.072 1.510 -0.303
H -2.145976 2.040964 2.035396 -0.808 1.438 -0.689
H -1.211512 1.473597 3.188595 2.004 1.238 3.006
```
Positions in Å, forces in eV/Å.

Computed properties:
HOMO level ... -7.9027 eV
SMILES string ... C=C(N(C)N)n1cnc(C)c1N
Total energy ... -548.21952 Ha
Kohn-Sham gap ... 0.322 Eh

From a Löwdin analysis of the wavefunction, the atomic charges in e read: number 1, C, carries -0.151; number 2, C, carries -0.299; number 3, C, carries -0.264; number 4, C, carries 0.094; number 5, C, carries -0.343; number 6, C, carries -0.046; number 7, C, carries -0.034; number 8, N, carries 0.094; number 9, N, carries -0.012; number 10, N, carries 0.134; number 11, N, carries 0.070; number 12, N, carries -0.208; number 13, H, carries 0.139; number 14, H, carries 0.023; number 15, H, carries 0.054; number 16, H, carries 0.069; number 17, H, carries 0.074; number 18, H, carries 0.078; number 19, H, carries 0.107; number 20, H, carries 0.046; number 21, H, carries 0.112; number 22, H, carries 0.074; number 23, H, carries 0.069; number 24, H, carries 0.071; number 25, H, carries 0.053